Version 1
One molecule with the formula C5H12NO, computed with ωB97M-V/def2-TZVPD.

```
19
C5H12NO (ωB97M-V/def2-TZVPD)
C -1.1357 2.2381 -0.3013
O 0.1887 2.6811 -0.1493
C -1.1503 0.7069 0.0026
C 0.1021 -0.0612 -0.5456
C 0.8255 -1.0919 0.2620
C 2.1665 -1.3669 0.1908
N 0.0610 -2.1927 0.9398
H -1.5572 2.3556 -1.2845
H -1.7446 2.6294 0.5182
H 0.2516 3.5734 -0.5021
H -1.2534 0.7098 1.1000
H -1.9946 0.1699 -0.5296
H 0.7143 0.6905 -1.0153
H -0.2447 -0.5356 -1.5101
H 2.7454 -0.6675 -0.3808
H 2.4355 -2.4156 0.2127
H -0.1892 -2.7879 0.1191
H 0.6370 -2.7493 1.6060
H -0.8577 -1.8859 1.2674
```

Computed properties:
- Multiplicity: 2
- LUMO energy (alpha / beta): 0.70 / 0.51 eV
- HOMO-LUMO gap (alpha / beta): 4.338 / 8.820 eV
- HOMO energy (alpha / beta): -3.633 / -8.305 eV
- Expectation value of S²: 0.75


Version 2
A 2-piece molecular cluster, C5H12NO overall, computed with ωB97M-V/def2-TZVPD.

```
19
C5H12NO (ωB97M-V/def2-TZVPD)
C -1.0589 1.3573 0.6745
C -1.2160 -0.1650 0.2579
C -0.1983 -0.9430 0.8595
C -0.1735 -1.1531 2.2059
C 1.6667 -1.2918 -0.7012
N 1.2324 -0.9711 0.4322
H -0.7201 1.5292 1.7586
H -1.9231 2.0213 0.3432
H -0.1633 1.6688 0.2139
H -1.1789 -0.1865 -0.8513
H -2.2600 -0.4192 0.6091
H -1.0580 -0.9510 2.8707
H 0.7641 -1.3363 2.7733
H 2.7593 -1.4897 -0.8051
H 1.0870 -0.9934 -1.7004
H 1.9806 -0.9462 1.1477
H -0.4641 0.9222 -3.6236
H 0.4234 2.1541 -3.1266
O 0.5006 1.1932 -3.3383
```

Computed properties:
- Multiplicity: 2
- LUMO energy (alpha / beta): 0.66 / 0.66 eV
- HOMO-LUMO gap (alpha / beta): 5.937 / 9.478 eV
- HOMO energy (alpha / beta): -5.273 / -8.817 eV
- Expectation value of S²: 0.76


Computed relative energies in units of eV: version 1 0.797; version 2 0.000


Version 1
A 2-piece molecular cluster, C10H18N3O overall, computed with ωB97M-V/def2-TZVPD.

```
32
C10H18N3O (ωB97M-V/def2-TZVPD)
C 1.6098 1.6959 2.0301
C -2.2886 1.9238 0.5447
C -2.1293 1.5139 1.9683
C -1.3463 2.2017 -0.4317
C -0.7685 1.2938 2.3369
C -0.0412 2.0466 0.1238
C 0.2214 1.5565 1.4102
O -3.6184 1.9903 0.1239
H -2.8667 1.3591 2.5987
H -4.2365 1.8235 0.9084
H -1.6908 2.6284 -1.5045
H -0.5919 0.9138 3.3626
H 0.7292 2.5698 -0.5378
H 2.0137 2.6800 1.9129
H 2.4358 1.2348 1.8056
H 1.6313 1.5876 3.1690
C -0.4364 -1.0008 -1.1479
C -0.7511 -1.3788 -2.6349
C 1.6368 -2.1842 -0.6730
N 0.8928 -1.0335 -0.8492
N 1.0263 -3.4419 -0.7887
N 2.9308 -2.1493 -0.3395
H -0.9128 -0.0517 -1.0008
H -1.3087 -1.4893 -0.4062
H -0.9026 -2.5094 -2.7406
H 0.1122 -1.0475 -3.2556
H 1.2722 -0.1787 -0.4507
H 0.0638 -3.6494 -0.8177
H 1.7282 -4.2922 -0.7921
H 3.3755 -1.2103 -0.4255
H 3.6373 -2.8320 -0.5087
H -1.4275 -0.5706 -2.9898
```

Computed properties:
- Multiplicity: 1
- LUMO energy: -2.92 eV
- HOMO-LUMO gap: 8.256 eV
- Charge: +1
- HOMO energy: -11.179 eV


Version 2
A 2-piece molecular cluster, C10H18N3O overall, computed with ωB97M-V/def2-TZVPD.

```
32
C10H18N3O (ωB97M-V/def2-TZVPD)
C -0.2658 -2.1070 -0.5062
C 0.2435 -2.8478 0.6764
C 0.9926 -0.7442 -2.2152
N 0.7280 -1.1623 -0.9734
N 0.5579 -1.3956 -3.3746
N 1.8898 0.2981 -2.6003
H -0.5429 -2.8110 -1.4138
H -1.1262 -1.4017 -0.2299
H -0.2578 -3.5396 1.3816
H 0.6724 -1.9039 1.4313
H 0.9931 -0.5035 -0.2832
H -0.0339 -2.1684 -3.2105
H 0.4060 -0.9407 -4.2667
H 2.4858 0.8429 -1.9564
H 2.1602 0.4611 -3.5293
H 1.0500 -3.6347 0.3549
C -2.7233 1.2813 2.5967
C 0.8616 1.5737 1.6875
C 0.9035 1.3728 0.2932
C -0.2861 1.7077 2.4189
C -1.5414 1.5014 1.7893
C -0.3726 1.3817 -0.3520
C -1.5395 1.5285 0.3320
O 2.0217 1.2837 -0.3497
H 1.9203 1.6617 2.2369
H -0.2588 1.8680 3.5210
H -0.3166 1.4549 -1.4332
H 2.7722 1.9475 -0.0846
H -3.4924 0.8577 1.9474
H -3.0712 2.0955 3.1782
H -2.3380 1.6308 -0.2661
H -2.4923 0.4115 3.1997
```

Computed properties:
- Multiplicity: 1
- LUMO energy: -2.55 eV
- HOMO-LUMO gap: 8.955 eV
- Charge: +1
- HOMO energy: -11.506 eV


Version 3
A 2-piece molecular cluster, C10H18N3O overall, computed with ωB97M-V/def2-TZVPD.

```
32
C10H18N3O (ωB97M-V/def2-TZVPD)
C 1.4251 1.4496 -1.7914
C 0.1325 2.2339 -1.6230
C 2.2112 -0.7806 -2.3259
N 1.0876 -0.1038 -2.0202
N 3.5560 -0.3661 -2.2995
N 1.9755 -1.9660 -2.8313
H 2.1135 1.7324 -2.5982
H 2.1641 1.4427 -0.8687
H 0.3508 2.9024 -0.7292
H -0.8415 1.6595 -1.1683
H 0.6028 -0.3513 -1.1766
H 3.8094 0.5090 -1.9442
H 4.2102 -0.7840 -2.8577
H 0.9324 -2.2285 -2.8598
H 2.6353 -2.6436 -3.4003
H 0.1123 2.8201 -2.5138
C -1.0456 2.0273 2.2074
C -2.9760 -1.2497 2.3277
C -2.0035 -2.0920 1.7490
C -2.5769 0.0387 2.5721
C -1.3907 0.6040 2.0934
C -0.6766 -1.6288 1.6755
C -0.3771 -0.3357 1.8637
O -2.2459 -3.3453 1.4638
H -4.0126 -1.5533 2.7281
H -3.2616 0.6511 3.1255
H 0.1198 -2.4250 1.6075
H -3.2758 -3.4009 1.3156
H -0.3386 2.3645 1.4586
H -0.9457 2.2706 3.2297
H 0.6148 0.0652 1.8184
H -2.0852 2.4834 1.7722
```

Computed properties:
- Multiplicity: 1
- LUMO energy: -3.13 eV
- HOMO-LUMO gap: 7.336 eV
- Charge: +1
- HOMO energy: -10.469 eV


Computed relative energies in units of eV: version 1 0.498; version 2 0.000; version 3 0.217


Version 1
C7H15N4 as an isolated structure, computed with ωB97M-V/def2-TZVPD.

```
26
C7H15N4 (ωB97M-V/def2-TZVPD)
C -2.0025 0.0664 -2.0237
C -2.0656 -0.2374 -0.5882
C 1.1207 0.3194 0.6816
C 1.8449 0.8615 1.9022
C -1.0699 -2.4757 0.8280
C 1.9611 1.9306 -0.8486
C -0.5294 -1.3654 -0.0694
N -0.8844 0.3773 -2.4999
N -2.7774 0.2757 0.2368
N 1.2662 0.7234 -0.5585
N 0.2996 -0.6771 0.8936
H -2.9023 0.0621 -2.5222
H 2.1004 -0.0473 2.5857
H 2.6814 1.6128 1.5780
H 1.2171 1.5265 2.4591
H -1.7660 -3.1810 0.2111
H -0.3274 -3.1865 1.2774
H -1.7549 -1.9878 1.6946
H 2.0589 2.1460 -1.8125
H 1.6151 2.8412 -0.4412
H 2.9401 1.6686 -0.4379
H 0.0522 -1.5664 -0.8788
H -0.7299 0.7403 -3.4285
H -2.7846 0.1478 1.2412
H 0.4870 0.4528 -1.2219
H -0.0505 -1.0278 1.7418
```

Computed properties:
- Multiplicity: 1
- LUMO energy: -3.31 eV
- HOMO-LUMO gap: 9.199 eV
- Charge: +1
- HOMO energy: -12.508 eV


Version 2
C7H15N4 as an isolated structure, computed with ωB97M-V/def2-TZVPD.

```
26
C7H15N4 (ωB97M-V/def2-TZVPD)
C -2.9512 0.0006 -0.7996
C 3.4420 0.0329 -1.2256
C 3.1523 0.3758 0.0300
C -1.5651 1.6380 0.3126
C -1.1772 -1.0490 0.5728
C -0.1887 -2.1949 0.1665
C 1.9106 1.1702 0.3781
N -2.4188 -1.0226 -0.1624
N -0.3848 0.1242 0.2548
N -2.5578 1.2321 -0.6553
N 0.8195 0.2338 0.8441
H -3.7427 -0.0921 -1.3945
H 4.3902 -0.4773 -1.3871
H 2.8784 0.4906 -1.9559
H 3.7137 0.1508 0.8210
H -1.8039 1.8474 1.3774
H -0.9344 2.4515 -0.0578
H -1.2357 -1.3710 1.6656
H -0.6590 -3.1148 0.3578
H 0.7193 -2.1237 0.6130
H -0.0643 -2.2932 -0.8501
H 1.6697 1.6420 -0.4789
H 2.0285 1.9515 1.1004
H -2.9998 -1.8303 -0.2671
H -2.7571 2.0680 -1.1346
H 0.7162 0.1595 1.8749
```

Computed properties:
- Multiplicity: 1
- LUMO energy: -3.32 eV
- HOMO-LUMO gap: 8.296 eV
- Charge: +1
- HOMO energy: -11.616 eV


Computed relative energies in units of eV: version 1 0.000; version 2 1.920


Version 1
A 2-piece molecular cluster, C3H4ClNO2S overall, computed with ωB97M-V/def2-TZVPD.

```
12
C3H4ClNO2S (ωB97M-V/def2-TZVPD)
C -1.4197 -1.2607 -0.1816
C 1.4748 -0.1048 0.9142
C -1.2271 0.1509 -0.2784
N -1.5070 -2.3670 0.0817
O 0.9409 -0.1862 -1.7108
O 0.5682 1.9773 -0.5849
S 0.5355 0.5306 -0.5302
Cl -2.0258 1.1460 0.7994
H 2.1788 0.6459 1.0859
H 0.7494 -0.2319 1.6217
H 1.5200 -1.1440 0.6206
H -1.7880 0.8439 -1.8376
```

Computed properties:
- Multiplicity: 3
- LUMO energy (alpha / beta): 0.34 / -4.02 eV
- HOMO-LUMO gap (alpha / beta): 8.618 / 7.383 eV
- HOMO energy (alpha / beta): -8.275 / -11.399 eV
- Expectation value of S²: 2.01


Version 2
One molecule with the formula C3H4ClNO2S, computed with ωB97M-V/def2-TZVPD.

```
12
C3H4ClNO2S (ωB97M-V/def2-TZVPD)
C -1.2622 -1.6898 0.5719
C -0.6392 -0.2543 0.1114
C 1.4952 1.2728 0.1172
N 0.6293 0.2309 0.5873
O -1.1289 -2.2868 1.5874
O 0.1727 1.9384 -2.0370
S 1.4878 2.1231 -1.3221
Cl -1.9391 -2.4422 -0.8264
H -0.8118 -0.3651 -1.0514
H -1.5995 0.2932 0.2396
H 2.4439 1.4201 0.6062
H 1.1519 -0.2404 1.4158
```

Computed properties:
- Multiplicity: 3
- LUMO energy (alpha / beta): 0.49 / -1.94 eV
- HOMO-LUMO gap (alpha / beta): 6.879 / 8.441 eV
- HOMO energy (alpha / beta): -6.388 / -10.385 eV
- Expectation value of S²: 2.01


Computed relative energies in units of eV: version 1 2.850; version 2 0.000